Below is a single C5H10O2 molecule, with properties calculated with ωB97M-V with the def2-TZVPD basis set.

Structure (XYZ):
```
17
Properties=species:S:1:pos:R:3
O -0.366 -1.868 0.022
O -1.616 1.088 0.101
C -0.293 -0.694 -0.769
C 0.609 0.391 -0.154
C 1.893 -0.103 0.493
C -1.640 0.035 -0.858
C -0.381 1.059 0.795
H -2.467 -0.654 -0.637
H -0.469 0.479 1.732
H 0.066 -1.026 -1.748
H 2.428 0.727 0.969
H 1.682 -0.860 1.255
H 2.564 -0.554 -0.246
H 0.844 1.113 -0.949
H -1.816 0.465 -1.852
H -0.111 2.084 1.062
H -0.927 -1.682 0.785
```

Total charge = 0
Relative energy (zero: lowest compared OMol25 entry of this formula, charge and spin) = 135.47 kJ/mol
Largest force on an atom = 0.31 eV/A
Orbital gap = 10.695 eV
M = 102.133 Da
Structure (SMILES) = C[C@@H]1COC[C@@H]1O
HOMO level = -9.7817 eV

=====

Below is 2 unconnected molecules or ions with the total composition C4H11FO, with properties calculated with ωB97M-V with the def2-TZVPD basis set.

Structure (XYZ):
```
17
Properties=species:S:1:pos:R:3
F -0.471 0.596 1.780
O -0.465 5.294 -0.028
C -0.329 -2.382 -1.419
C 0.705 0.316 1.253
C -0.485 -1.155 -0.527
C 0.643 -1.137 0.549
H 0.415 -1.911 1.307
H 0.608 -2.356 -2.001
H 1.621 -1.389 0.094
H -0.437 4.367 -0.357
H 1.477 0.382 2.044
H -1.497 -1.052 -0.089
H 0.874 1.151 0.547
H -1.178 -2.428 -2.121
H -0.334 -3.296 -0.801
H -0.268 -0.229 -1.093
H -0.879 5.229 0.862
```

Total charge = 0
Relative energy (zero: lowest compared OMol25 entry of this formula, charge and spin) = 13.04 kJ/mol
Largest force on an atom = 3.35 eV/A
Orbital gap = 11.849 eV
M = 94.129 Da
Structure (SMILES) = CCCCF.O
HOMO level = -11.1353 eV

=====

Below is a molecular structure, C8H31BClN9O5V, with properties calculated with ωB97M-V with the def2-TZVPD basis set.

Structure (XYZ):
```
56
Properties=species:S:1:pos:R:3
V -2.816 0.577 0.599
Cl -0.681 -0.687 0.414
O -1.159 4.933 -0.019
O 1.100 -2.156 5.498
O 3.235 -4.792 -0.077
O -1.576 -3.955 -3.623
O 2.244 2.286 1.200
N -0.637 -2.010 -2.860
N 1.977 -3.757 -1.657
N 2.007 -2.979 0.544
N 0.671 -3.242 3.551
N -2.039 2.246 -0.607
N 4.305 1.517 1.781
N 0.034 -1.035 3.829
N 2.585 0.044 1.357
N -1.400 -3.594 -1.379
C 0.620 -2.145 4.379
C -1.172 6.317 -0.262
C 0.106 1.957 -1.809
C 2.445 -3.914 -0.379
C 2.995 1.353 1.425
C -1.230 -3.251 -2.688
C -0.608 2.746 -0.722
C -0.610 4.204 -1.093
B -3.998 -0.600 -1.052
H 1.191 -4.028 3.891
H -1.523 6.846 0.616
H -1.798 6.580 -1.122
H -1.134 4.417 -2.034
H -0.336 -1.068 2.899
H -5.162 -0.703 -0.767
H -0.692 -1.637 -3.790
H 4.711 2.432 1.722
H -2.525 3.084 -0.249
H 1.602 -0.133 1.271
H 1.329 -3.023 -1.890
H -0.145 6.642 -0.486
H 2.289 -4.429 -2.329
H -0.399 2.047 -2.775
H -1.118 -3.022 -0.603
H 1.153 2.241 -1.867
H 3.199 -0.713 1.107
H -0.136 2.526 0.234
H -3.716 -1.080 -2.102
H -1.846 -4.465 -1.161
H 0.441 4.505 -1.224
H -0.105 -0.215 4.386
H 1.358 -2.229 0.391
H -2.407 2.278 -1.563
H 2.102 -3.264 1.507
H -3.834 0.581 -1.075
H 0.153 -3.317 2.694
H 0.078 0.892 -1.568
H 4.946 0.746 1.823
H -0.652 -1.355 -2.094
H -3.422 -1.196 -0.194
```

Total charge = 0
Spin multiplicity = 4
Relative energy (zero: lowest compared OMol25 entry of this formula, charge and spin) = 0.00 kJ/mol
Largest force on an atom = 2.32 eV/A
Orbital gap (spin up / spin down) = 8.115 / 8.058 eV
M = 430.603 Da
HOMO level (spin up / spin down) = -9.6486 / -9.6557 eV

=====

Below is a molecular structure, C3H7BFNO6Rb, with properties calculated with ωB97M-V with the def2-TZVPD basis set.

Structure (XYZ):
```
20
Properties=species:S:1:pos:R:3
Rb 40.521 17.288 1.192
F 40.102 14.802 -0.286
O 38.643 14.857 -1.947
O 40.034 16.495 6.004
O 41.622 15.797 4.692
O 39.997 14.046 -3.470
O 40.163 17.240 3.938
O 38.145 15.165 -4.138
N 40.620 16.503 4.887
C 40.526 13.565 -2.248
C 39.464 14.003 -1.213
C 38.869 14.739 -3.304
B 42.760 15.159 1.450
H 43.665 15.419 2.130
H 42.702 15.966 0.633
H 41.516 14.003 -2.118
H 42.916 14.079 1.041
H 38.960 13.217 -0.651
H 40.696 12.491 -2.350
H 41.843 15.132 2.142
```

Total charge = -1
Largest force on an atom = 2.27 eV/A
Orbital gap = 6.483 eV
M = 268.368 Da
HOMO level = -4.6871 eV

=====

What is the M in the first record? 102.133 Da

=====

M of number 3 (C8H31BClN9O5V)? 430.603 Da

=====

Number 4 is which compound? C3H7BFNO6Rb